22
Properties=species:S:1:pos:R:3:forces:R:3:lowdin_charge:R:1 method="wB97M-V/def2-TZVPD" e_above_lowest_kcal_mol=67.56 multiplicity=1 e_tot_ev=-16626.255 homo_lumo_gap_ev=9.0 total_charge=+1
C 1.589862 0.100232 -1.298307 0.077 -1.362 0.202 -0.08
C 0.560546 -0.928249 -0.737670 0.735 0.102 0.130 -0.27
C 0.514964 -1.002803 0.815319 -0.698 -0.106 -0.280 -0.23
C -0.250817 0.216018 1.618791 0.824 0.031 0.065 -0.22
C -0.052105 1.302209 0.648254 -1.009 -0.458 0.289 -0.16
C -1.177037 1.882135 -0.077482 -0.061 0.481 -0.468 0.07
O 1.179619 1.563757 0.377738 0.429 -0.326 0.667 0.13
O -0.748831 -0.719886 -1.202631 -0.235 -0.086 -0.095 0.00
O 1.812156 -1.111979 1.236586 0.609 -0.014 0.103 0.05
O -1.527600 -0.073228 1.989357 -0.742 0.105 -0.031 0.06
O 1.301821 1.451561 -1.046491 -0.150 1.179 -0.932 0.02
H 2.581196 -0.166066 -0.916754 -0.097 0.126 -0.099 0.15
H 1.587787 0.053004 -2.393354 0.001 0.085 0.162 0.16
H 0.947226 -1.907611 -1.048741 -0.014 0.125 0.054 0.17
H -0.121873 -1.860380 1.079982 0.073 0.206 -0.002 0.18
H 0.339843 0.342446 2.532847 0.075 0.021 -0.234 0.19
H -0.843522 2.609486 -0.816643 -0.052 -0.067 0.113 0.12
H -1.820042 2.357053 0.673677 0.080 0.006 0.142 0.14
H -1.800407 1.135371 -0.575377 0.174 0.005 0.134 0.12
H -0.871860 -1.130890 -2.067731 0.015 0.032 0.121 0.13
H 1.888704 -1.451521 2.138653 -0.124 0.010 -0.119 0.14
H -2.113610 -0.182551 1.226794 0.089 -0.092 0.078 0.12



126
Properties=species:S:1:pos:R:3:forces:R:3:lowdin_charge:R:1 method="wB97M-V/def2-TZVPD" smiles="CCCCCCCC[C@H](C[SH](=O)=O)O[C@](F)(CCCC(=O)O)[C@H](N(CCCCn1cccc1)/C(Cl)=C(/C)Cl)P(O)Cl.O=C1OC[C@@H](F)O1.O=C1OC[C@@H](F)O1.O=C1OC[C@@H](F)O1.O=C1OC[C@@H](F)O1" multiplicity=1 e_tot_ev=-152480.893 homo_lumo_gap_ev=8.2
C 2.599024 -2.351272 1.727781 0.134 -0.176 -0.156 -0.12
C 3.411691 -1.660686 0.649994 0.583 -0.204 0.106 -0.24
C 3.945725 -0.297666 1.085379 -0.248 -0.583 0.140 -0.21
C 2.970950 0.836857 0.831631 0.549 -0.026 0.180 -0.20
C 2.975256 1.334875 -0.603108 -0.092 0.333 0.055 -0.19
C 2.587898 2.821102 -0.727702 0.219 -0.778 -0.125 -0.18
C 1.805427 3.144066 -2.006757 -0.241 0.660 0.877 -0.17
C 0.296522 3.360885 -1.729132 0.911 -0.161 -0.113 -0.12
C -0.454300 2.085681 -2.101631 0.363 0.415 -0.863 -0.34
C -0.610795 2.134292 -3.627527 -0.535 0.392 0.195 -0.19
S -0.921923 0.558043 -4.352349 0.471 -0.120 -0.052 0.69
O -2.092058 -0.043276 -3.805667 -0.642 -0.260 0.180 -0.32
O 0.311999 -0.176377 -4.333696 0.358 -0.130 -0.004 -0.34
O -1.757143 1.927407 -1.582465 0.311 -0.229 0.217 -0.02
C -1.910661 1.886980 -0.196196 -0.802 -0.236 0.204 -0.47
F -1.954823 3.194015 0.264065 0.419 0.371 -0.016 0.03
C -0.757734 1.248749 0.563244 0.503 -0.841 -0.284 -0.08
C -0.187988 -0.174500 0.266322 -0.412 0.709 -0.214 -0.14
C -0.943046 -1.242431 -0.506143 -0.106 -0.494 -0.478 -0.07
C 0.099354 -2.217781 -1.008437 -0.053 -0.097 0.641 -0.48
O 1.016958 -2.543856 -0.305409 -0.617 -0.199 -0.935 0.07
O -0.080448 -2.724789 -2.250199 -0.302 0.351 -0.371 0.11
C -3.352753 1.356965 0.083309 0.577 0.569 1.137 -0.31
N -4.338575 2.407404 -0.196709 -0.365 -1.105 -0.791 -0.16
C -4.489530 2.801677 -1.615108 0.572 0.298 -0.093 -0.15
C -4.444913 1.752226 -2.716431 -0.912 -0.104 -0.121 -0.18
C -5.774236 1.035877 -3.042012 0.610 0.021 -0.191 -0.17
C -5.679698 -0.478069 -2.863821 -1.040 -0.089 -0.399 -0.13
N -6.825107 -1.062170 -2.174558 0.809 0.198 -0.176 -0.15
C -8.156719 -0.877249 -2.413701 0.346 0.021 -0.152 -0.11
C -8.832918 -1.666666 -1.536641 -1.070 -0.214 0.238 -0.12
C -7.910860 -2.345212 -0.729672 0.294 0.187 -0.191 -0.11
C -6.675156 -1.937188 -1.161651 -0.289 -0.882 0.794 -0.18
C -5.565680 2.290153 0.464141 0.317 0.462 0.290 -0.80
Cl -6.607490 0.907723 0.209741 0.055 -0.168 -0.103 0.80
C -6.026689 3.245261 1.263284 -0.178 0.138 0.246 -0.74
C -7.339823 3.207326 1.964937 0.009 0.022 -0.367 -0.13
Cl -5.094930 4.667616 1.524408 0.209 0.258 -0.035 0.71
P -3.692682 0.800658 1.882386 -1.220 0.035 -0.201 0.65
O -2.699340 -0.492469 2.069303 0.464 0.226 -0.373 -0.34
Cl -2.867650 2.275680 3.044494 0.261 -0.215 -0.096 0.32
H 1.833139 -1.697041 2.133608 -0.121 0.190 0.198 0.07
H 3.243442 -2.689426 2.531228 0.142 0.110 0.316 0.08
H 2.096411 -3.224607 1.329544 0.300 0.087 0.128 0.04
H 2.856321 -1.614247 -0.281883 0.043 0.264 0.014 0.09
H 4.255515 -2.314053 0.440104 0.234 -0.121 -0.125 0.11
H 4.130446 -0.354112 2.155039 0.144 0.011 0.241 0.10
H 4.914132 -0.122635 0.625894 0.109 0.312 -0.192 0.10
H 3.263930 1.664099 1.472893 -0.052 0.255 0.115 0.11
H 1.991207 0.495454 1.157211 -0.106 0.248 0.053 0.09
H 3.984936 1.205358 -0.980393 0.184 -0.050 -0.259 0.12
H 2.331362 0.755958 -1.263315 -0.079 -0.322 0.014 0.09
H 3.505625 3.394971 -0.697599 0.183 0.238 0.055 0.11
H 2.033909 3.102763 0.163632 -0.217 0.180 0.064 0.10
H 1.946044 2.346355 -2.727004 0.210 -0.040 -0.347 0.10
H 2.216409 4.068936 -2.389855 0.035 0.119 -0.477 0.11
H 0.216586 3.609284 -0.682020 -0.411 0.081 0.163 0.10
H -0.040486 4.220620 -2.298652 -0.450 0.063 -0.101 0.12
H 0.207867 1.245584 -1.897938 -0.197 -0.323 0.480 0.13
H 0.272595 2.543239 -4.099905 0.310 -0.143 -0.103 0.11
H -1.428428 2.816161 -3.843626 -0.346 -0.069 -0.160 0.12
H -1.193324 0.867262 -5.643294 0.037 0.137 -0.043 0.08
H -0.937128 1.306643 1.621575 -0.434 0.150 0.272 0.06
H 0.085798 1.913535 0.413244 0.086 0.217 0.005 0.10
H 0.105693 -0.588056 1.219438 0.051 -0.171 0.221 0.10
H 0.737669 -0.027170 -0.277564 0.099 0.002 -0.049 0.07
H -1.613126 -1.831469 0.114000 -0.228 0.053 0.286 0.11
H -1.521802 -0.910127 -1.356829 -0.135 0.419 -0.210 0.10
H 0.625486 -2.395934 -2.824536 0.078 -0.288 -0.124 0.12
H -3.531633 0.432236 -0.465115 0.043 -0.273 -0.268 0.11
H -3.700052 3.515344 -1.826804 0.230 0.143 0.093 0.11
H -5.411991 3.362074 -1.711745 -0.291 0.096 0.216 0.13
H -3.683017 1.005623 -2.574952 0.331 -0.005 0.187 0.05
H -4.159414 2.286027 -3.617606 0.259 0.203 -0.131 0.11
H -6.614323 1.455672 -2.504054 -0.106 -0.024 0.305 0.08
H -5.975259 1.210641 -4.091900 -0.219 0.122 -0.245 0.10
H -4.785852 -0.800972 -2.348946 0.177 0.078 0.311 0.11
H -5.641785 -0.934535 -3.848155 0.192 -0.161 -0.208 0.13
H -8.521820 -0.223756 -3.176491 0.017 0.208 -0.245 0.12
H -9.895728 -1.780399 -1.462090 -0.290 0.144 -0.103 0.09
H -8.137018 -3.024232 0.062868 0.031 -0.232 0.255 0.09
H -5.733200 -2.254184 -0.764166 0.473 0.189 -0.177 0.11
H -8.124653 3.272784 1.218259 -0.300 -0.096 -0.078 0.08
H -7.451827 4.049492 2.628996 0.056 0.093 0.293 0.06
H -7.443898 2.264823 2.487213 -0.140 -0.127 0.226 0.07
H -3.274220 -1.267352 2.017867 0.133 -0.108 0.342 0.05
O -2.378650 -4.380764 4.809259 -0.121 0.016 0.127 0.18
C -1.548299 -4.378031 3.966154 0.113 0.125 -0.055 -0.55
O -1.719878 -3.862583 2.721466 0.135 -0.121 -0.030 0.05
C -0.454819 -3.924466 2.039950 -0.122 0.270 -0.196 -0.06
C 0.253179 -5.026466 2.789388 0.126 0.247 0.204 -0.28
F 1.589336 -4.823183 2.845603 -0.128 -0.224 0.280 0.08
O -0.298277 -4.894089 4.098506 -0.185 -0.219 -0.224 0.14
H 0.057640 -2.967122 2.143146 0.044 -0.136 0.111 0.12
H -0.591296 -4.143537 0.988758 -0.178 -0.087 0.007 0.12
H 0.062530 -6.030277 2.415593 0.133 -0.036 -0.020 0.15
O 5.747120 3.166512 1.804198 -0.043 0.093 -0.124 0.19
C 6.582559 2.463413 2.254641 -0.062 -0.091 -0.122 -0.54
O 6.419253 1.153054 2.549181 0.266 0.112 0.126 0.06
C 7.692273 0.620691 2.933080 -0.101 -0.251 0.106 -0.04
C 8.426447 1.864163 3.381550 0.092 -0.037 -0.273 -0.30
F 9.758327 1.790712 3.129883 -0.055 0.015 0.027 0.07
O 7.855962 2.864425 2.558211 -0.147 -0.032 0.278 0.12
H 8.169985 0.157772 2.068581 0.119 0.116 -0.009 0.15
H 7.582227 -0.119867 3.719946 -0.212 0.047 0.017 0.14
H 8.276247 2.126641 4.429445 0.135 0.017 0.024 0.18
O 13.033665 3.111206 -1.804516 0.115 -0.055 -0.068 0.19
C 12.379639 3.485786 -0.895642 0.038 -0.078 0.091 -0.55
O 11.242365 2.889309 -0.458951 0.005 0.169 0.093 0.07
C 10.825420 3.552408 0.740721 -0.248 -0.052 -0.060 -0.06
C 11.488284 4.903087 0.595804 0.242 -0.146 0.202 -0.31
F 11.840774 5.427520 1.795525 0.033 0.004 -0.053 0.08
O 12.657094 4.588496 -0.137347 -0.273 0.069 -0.218 0.13
H 11.200246 3.008971 1.606230 0.115 0.130 0.055 0.13
H 9.742275 3.610942 0.797419 -0.016 -0.085 -0.175 0.13
H 10.902924 5.640460 0.044258 0.007 0.088 0.094 0.17
O -0.250309 -7.659209 0.632505 0.090 0.015 -0.004 0.19
C -1.406052 -7.412320 0.570611 0.078 -0.057 -0.166 -0.54
O -1.928887 -6.164848 0.698223 -0.248 -0.249 -0.053 0.04
C -3.336083 -6.251131 0.435224 -0.102 0.295 0.157 -0.03
C -3.619329 -7.707388 0.726676 -0.002 -0.047 -0.279 -0.31
F -4.605091 -8.200546 -0.054995 0.047 -0.035 -0.021 0.08
O -2.390849 -8.327546 0.379839 -0.020 0.128 0.319 0.14
H -3.529065 -6.002701 -0.607085 -0.032 -0.155 -0.104 0.15
H -3.889391 -5.570459 1.074071 0.164 0.072 0.161 0.14
H -3.849169 -7.925523 1.771024 -0.087 -0.047 -0.031 0.18



96
Properties=species:S:1:pos:R:3:forces:R:3:lowdin_charge:R:1 method="wB97M-V/def2-TZVPD" e_above_lowest_kcal_mol=0.00 multiplicity=1 e_tot_ev=-48151.664 homo_lumo_gap_ev=3.1 total_charge=+1
O -3.328769 0.002635 6.274454 0.073 0.557 0.867 0.35
H -3.599322 -0.906765 6.420748 -0.478 -0.998 0.176 0.18
H -2.611074 -0.000904 5.636885 2.114 -0.176 -1.548 0.14
H -4.007395 0.545493 5.866579 -0.943 0.284 -0.127 0.16
O -6.592822 2.535023 1.540274 0.027 -0.586 -0.198 0.40
H -6.411775 2.487846 2.481863 0.465 -0.023 0.871 0.19
H -7.543946 2.498201 1.415314 -1.120 -0.278 -0.464 0.19
H -6.261612 3.348825 1.153474 0.668 0.870 -0.566 0.20
C -1.538702 -1.548280 1.065087 0.105 -0.325 -0.080 -0.12
C -1.318575 -0.195017 1.786134 0.215 -0.099 0.923 -0.52
O -0.925736 -0.251259 3.132051 -0.432 -0.362 0.354 -0.40
H -1.589807 -1.629535 -0.020690 -0.605 1.301 -0.469 0.04
H -2.462445 -1.999345 1.427486 0.183 -0.387 0.235 0.05
H -0.697948 -2.241037 1.101434 0.178 -0.072 1.306 0.06
H -2.247935 0.374085 1.808608 -0.586 0.148 -0.840 0.05
H -0.596835 0.411735 1.239273 0.283 0.135 -0.408 0.07
C 0.756641 4.709342 -0.724643 1.666 -0.514 0.011 -0.05
C 1.812306 5.618998 0.036720 0.156 -2.505 -1.617 -0.44
C 3.269111 5.668528 -0.537075 -2.177 -1.544 -0.051 -0.17
O 3.643104 4.272761 -0.556129 0.674 1.232 -0.785 -0.21
C 4.920129 4.083155 -1.155520 0.216 -1.176 0.481 -0.11
N 1.159098 6.871241 0.000741 -0.252 1.645 1.820 0.02
H 0.647028 5.035163 -1.759014 0.119 0.117 -0.031 0.08
H -0.238001 4.740259 -0.279881 0.104 0.280 0.353 0.06
H 1.055562 3.661134 -0.729870 0.093 0.003 -0.070 0.06
H 2.062082 5.149967 0.988411 -0.824 0.152 0.709 0.13
H 3.874619 6.232382 0.172534 0.293 0.205 -0.255 0.12
H 3.221485 6.081501 -1.544685 0.479 0.165 -0.069 0.12
H 5.113423 4.578201 -2.107183 -0.401 0.488 0.081 0.09
H 5.027714 3.018744 -1.364256 -0.259 -0.125 -0.022 0.08
H 5.725229 4.277448 -0.446900 0.083 0.518 0.053 0.08
H 0.238154 6.685346 0.371446 -0.699 0.003 -0.548 0.06
H 1.480813 7.367792 0.819291 0.720 1.017 -0.050 0.08
C 1.361886 0.719091 -4.623733 -0.085 -0.300 -0.901 -0.07
C 0.981465 -0.263472 -3.506898 -0.939 0.068 -1.468 -0.43
C 0.524782 -1.682615 -4.084894 0.645 2.201 -0.203 -0.16
O -0.692196 -1.480299 -4.836887 1.404 0.706 1.184 -0.19
C -1.211477 -2.704260 -5.203981 -0.143 -0.717 -0.155 -0.15
N 2.113675 -0.337641 -2.621418 0.208 -0.742 0.863 0.03
H 2.116169 0.252615 -5.257413 0.341 -0.018 0.154 0.08
H 1.759440 1.676094 -4.285793 0.093 -0.137 0.458 0.07
H 0.589072 0.992747 -5.342046 -0.506 -0.301 0.330 0.07
H 0.109172 0.120923 -2.978281 -0.392 0.071 -0.020 0.12
H 0.479770 -2.400425 -3.265856 -0.674 -0.105 0.181 0.12
H 1.269553 -2.076174 -4.776645 0.301 0.072 -0.074 0.12
H -1.616923 -3.184366 -4.313357 -0.593 -0.283 -0.088 0.08
H -0.435674 -3.379076 -5.565708 0.198 -0.097 -0.297 0.08
H -1.927949 -2.544893 -6.009814 -0.221 -0.148 0.267 0.09
H 1.774953 -0.708154 -1.745013 0.157 -0.601 0.267 0.07
H 2.393884 0.586453 -2.325369 0.172 0.368 -0.450 0.06
C 4.092431 -4.611951 1.284088 -1.693 1.003 0.442 -0.09
C 5.281334 -3.686915 1.424017 -0.072 -2.051 0.138 -0.44
C 5.854673 -3.848709 2.849360 -0.487 1.632 0.195 -0.21
O 7.040148 -3.085026 2.991225 -0.436 0.821 -0.487 -0.22
C 7.723153 -3.269386 4.232079 0.113 -1.305 -1.927 -0.09
N 6.115034 -4.147074 0.347561 2.047 0.590 0.007 0.03
H 3.345880 -4.249808 1.990907 -0.380 -0.628 0.233 0.07
H 4.309710 -5.673564 1.401831 0.297 0.121 0.520 0.08
H 3.616948 -4.561676 0.304571 0.234 0.381 -0.153 0.08
H 5.059034 -2.629919 1.277673 -0.224 -0.053 -0.035 0.14
H 5.932924 -4.860860 3.246240 0.371 -0.430 -0.447 0.13
H 5.112044 -3.353654 3.475076 -0.409 -0.095 0.424 0.12
H 8.085194 -4.271453 4.002028 0.596 -0.419 1.444 0.09
H 7.077432 -3.243692 5.109851 0.059 0.253 0.025 0.09
H 8.582271 -2.598562 4.230652 -0.347 0.156 0.325 0.09
H 6.243180 -5.146340 0.419219 -0.411 -0.424 -0.070 0.07
H 7.033715 -3.837815 0.631305 0.725 0.451 -0.625 0.06
C -4.833243 1.779903 -3.639021 0.667 -0.072 -0.095 -0.07
C -6.130376 0.997558 -3.649426 1.996 -0.565 0.543 -0.45
C -5.896487 -0.388790 -2.992188 -0.928 -0.092 -1.644 -0.17
O -6.859398 -1.319377 -3.522354 -0.126 1.119 -0.273 -0.19
C -6.860901 -2.565447 -2.909527 0.109 -0.839 0.361 -0.14
N -7.044987 1.758743 -2.833867 -1.196 -0.279 0.126 0.01
H -3.977248 1.292254 -4.105471 -0.257 -0.085 -0.458 0.08
H -4.482863 1.928955 -2.617689 -0.268 0.191 0.241 0.07
H -5.004465 2.749685 -4.106267 0.227 0.084 0.009 0.08
H -6.510380 0.912449 -4.667485 0.153 -0.435 -0.124 0.15
H -6.023878 -0.259896 -1.917359 0.267 -0.177 0.189 0.12
H -4.926308 -0.779652 -3.298896 0.325 0.139 0.453 0.12
H -7.623280 -2.623487 -2.132673 0.101 0.093 0.418 0.08
H -5.874378 -2.819857 -2.522037 0.094 0.037 0.329 0.09
H -7.101219 -3.379503 -3.593389 -0.091 0.330 -0.477 0.09
H -7.897710 1.289089 -3.102919 -0.973 0.303 0.639 0.07
H -7.124320 2.679794 -3.240648 -0.070 0.305 -0.064 0.07
O -2.283793 3.639167 4.565144 -0.261 0.168 0.019 -0.04
H -3.165277 3.428605 4.873189 -0.172 0.131 0.166 0.00
H -1.895002 2.790832 4.352076 0.496 -0.388 -0.294 0.02
O 1.432202 -3.138727 5.320087 -0.159 -0.292 0.071 -0.05
H 2.102074 -2.697830 5.842679 0.220 0.038 0.126 0.03
H 1.011535 -2.435026 4.826044 -0.193 0.287 -0.338 0.02
O 2.420706 2.145709 4.210146 0.113 0.145 0.280 -0.05
H 1.730983 1.482439 4.185632 -0.271 -0.271 -0.102 0.02
H 2.507538 2.435313 3.301955 0.058 0.058 -0.247 0.03
O -0.883116 -5.858751 3.951978 -0.284 -0.131 0.088 -0.06
H -0.662765 -5.757403 3.026012 0.059 0.009 -0.228 0.03
H -0.272145 -5.280554 4.408739 0.278 0.201 0.186 0.01